14 unconnected molecules or ions with the total composition C108H175F18N10O18P3S6. Source: the OMol25 dataset; level of theory: ωB97M-V/def2-TZVPD.

Results
Net charge: +6
Maximum force, eV Å⁻¹: 3.92
Frontier orbital gap, eV: 6.6
HOMO level, Ha: -0.5999
2S+1: 1

Geometry as XYZ:
```
338
C108H175F18N10O18P3S6 | the OMol25 dataset | ωB97M-V/def2-TZVPD
C 26.58 27.28 33.19
C 25.88 27.12 34.52
N 24.76 28.13 34.89
C 24.09 28.00 36.11
C 23.14 28.95 36.15
N 23.16 29.64 34.89
C 24.16 29.10 34.17
C 22.10 30.59 34.49
H 27.43 26.59 33.40
H 27.01 28.29 33.04
H 26.05 27.02 32.26
H 26.69 27.21 35.25
H 25.42 26.14 34.60
H 24.49 27.30 36.81
H 22.29 29.13 36.80
H 24.31 29.24 33.10
H 22.48 31.58 34.54
H 21.21 30.48 35.10
H 21.68 30.33 33.49
C 25.51 12.78 22.82
C 27.06 12.42 23.02
C 27.32 11.51 24.27
C 28.81 11.12 24.44
P 30.01 12.26 25.15
C 29.32 13.01 26.80
C 28.90 14.48 26.72
C 27.82 14.89 27.81
C 28.59 15.05 29.17
C 31.67 11.45 25.36
C 32.90 12.41 25.51
C 34.08 11.47 25.57
C 35.40 12.16 25.94
C 30.40 13.60 23.99
C 30.96 13.22 22.59
C 31.33 14.41 21.78
C 30.15 15.28 21.20
H 24.83 11.82 22.77
H 25.31 13.33 21.96
H 25.23 13.31 23.77
H 27.61 13.35 23.15
H 27.44 11.81 22.18
H 26.62 10.67 24.12
H 27.00 12.06 25.16
H 29.14 10.82 23.42
H 28.78 10.25 25.09
H 30.02 12.81 27.60
H 28.42 12.33 27.01
H 28.48 14.79 25.74
H 29.86 15.05 26.84
H 27.03 14.13 27.84
H 27.35 15.84 27.44
H 27.83 14.90 29.96
H 29.02 15.99 29.36
H 29.40 14.33 29.24
H 31.72 10.88 24.47
H 31.63 10.66 26.13
H 32.81 13.04 26.37
H 32.98 13.05 24.61
H 34.24 10.89 24.67
H 33.90 10.76 26.35
H 35.67 12.91 25.19
H 36.18 11.37 25.97
H 35.28 12.62 26.96
H 30.97 14.28 24.57
H 29.46 14.18 23.95
H 30.18 12.55 22.16
H 31.86 12.70 22.68
H 31.84 13.90 20.94
H 32.13 14.96 22.26
H 30.51 16.11 20.55
H 29.53 15.64 21.97
H 29.53 14.70 20.48
C 22.69 13.21 28.67
C 22.69 13.43 30.16
C 21.23 13.76 30.66
C 21.27 14.25 32.13
P 19.63 14.79 32.85
C 18.29 13.78 31.99
C 18.18 12.37 32.43
C 17.22 12.13 33.62
C 15.97 13.01 33.61
C 19.45 16.56 32.73
C 19.62 17.22 31.33
C 18.52 16.77 30.34
C 17.12 16.88 30.90
C 19.59 14.27 34.62
C 18.70 15.21 35.46
C 18.85 14.89 36.88
C 18.13 13.57 37.24
H 22.31 12.29 28.23
H 23.68 13.36 28.35
H 22.17 14.08 28.15
H 23.36 14.18 30.44
H 23.04 12.57 30.66
H 20.58 12.89 30.64
H 20.82 14.58 30.02
H 21.92 15.13 32.29
H 21.64 13.37 32.82
H 18.47 13.92 30.92
H 17.34 14.34 32.18
H 19.18 12.05 32.69
H 17.88 11.84 31.60
H 17.74 12.31 34.57
H 16.87 11.10 33.58
H 15.10 12.40 33.95
H 15.69 13.26 32.59
H 16.15 13.86 34.20
H 20.22 16.98 33.44
H 18.45 16.79 33.15
H 20.64 17.01 31.05
H 19.60 18.29 31.47
H 18.71 15.81 29.82
H 18.55 17.47 29.47
H 16.35 16.65 30.16
H 16.91 17.90 31.27
H 16.91 16.15 31.67
H 20.62 14.26 34.94
H 19.30 13.23 34.65
H 17.63 15.08 35.13
H 19.00 16.19 35.23
H 18.36 15.60 37.43
H 19.93 14.86 37.07
H 17.15 13.56 36.95
H 18.16 13.40 38.27
H 18.67 12.71 36.81
C 32.35 14.11 30.57
C 32.53 14.49 29.08
C 33.03 15.91 28.95
C 32.20 16.96 29.66
P 32.95 18.66 29.48
C 34.08 18.88 30.82
C 34.81 20.25 30.91
C 35.91 20.33 31.93
C 36.90 19.17 31.98
C 31.60 19.87 29.49
C 30.65 19.82 30.64
C 29.65 20.95 30.67
C 30.09 22.21 31.37
C 33.84 18.75 27.91
C 35.31 18.32 28.03
C 35.98 18.00 26.66
C 36.02 16.51 26.36
H 31.43 14.62 30.95
H 33.18 14.56 31.08
H 32.34 13.06 30.62
H 31.56 14.41 28.59
H 33.19 13.75 28.72
H 32.98 16.04 27.86
H 34.01 15.99 29.39
H 32.08 16.71 30.69
H 31.15 17.00 29.31
H 34.80 18.07 30.91
H 33.49 18.73 31.76
H 34.07 21.00 31.05
H 35.30 20.45 29.94
H 35.47 20.53 32.91
H 36.56 21.13 31.61
H 37.31 18.94 30.94
H 36.49 18.18 32.34
H 37.72 19.31 32.66
H 31.07 19.75 28.54
H 32.15 20.86 29.32
H 31.24 19.76 31.58
H 30.07 18.91 30.55
H 28.76 20.58 31.15
H 29.35 21.35 29.63
H 29.27 22.91 31.46
H 30.86 22.64 30.72
H 30.50 22.01 32.37
H 33.67 19.78 27.47
H 33.30 18.06 27.32
H 35.38 17.49 28.77
H 35.90 19.19 28.43
H 36.99 18.45 26.71
H 35.44 18.50 25.82
H 36.63 15.97 27.12
H 36.67 16.39 25.48
H 35.05 16.11 26.14
C 10.46 20.10 20.99
N 11.51 19.13 21.48
C 11.24 17.96 22.09
C 12.18 17.06 22.49
C 13.56 17.32 22.17
C 13.82 18.58 21.65
C 12.82 19.45 21.28
C 14.75 16.40 22.41
C 14.81 15.51 23.43
C 15.91 14.73 23.63
N 16.87 14.85 22.69
C 16.87 15.67 21.60
C 15.75 16.51 21.49
C 18.17 14.08 22.76
H 10.00 19.62 20.08
H 10.89 21.09 20.74
H 9.62 20.11 21.62
H 10.23 17.98 22.42
H 11.84 16.07 22.88
H 14.80 18.98 21.55
H 12.99 20.41 20.79
H 14.03 15.39 24.17
H 16.15 13.93 24.35
H 17.79 15.70 21.04
H 15.84 17.28 20.72
H 18.93 14.64 23.35
H 18.58 14.02 21.76
H 17.92 13.10 23.09
C 18.80 21.08 27.24
N 18.70 22.03 26.12
C 19.78 22.11 25.31
C 19.63 22.74 24.06
C 18.42 23.37 23.75
C 17.32 23.27 24.59
C 17.52 22.46 25.70
C 18.32 24.00 22.39
C 18.13 25.34 22.10
C 18.06 25.74 20.76
N 18.26 24.92 19.77
C 18.66 23.59 19.98
C 18.60 23.16 21.28
C 18.35 25.45 18.42
H 19.02 20.03 26.86
H 17.89 21.08 27.74
H 19.57 21.49 27.89
H 20.66 21.57 25.67
H 20.47 22.81 23.41
H 16.31 23.68 24.40
H 16.72 22.25 26.41
H 17.90 25.99 22.82
H 17.76 26.76 20.49
H 18.73 22.97 19.11
H 18.88 22.15 21.47
H 19.18 25.00 17.90
H 18.56 26.47 18.43
H 17.39 25.26 17.97
C 20.24 12.69 6.93
N 19.88 13.03 8.34
C 20.01 12.18 9.34
C 19.91 12.57 10.63
C 19.75 13.93 10.95
C 19.54 14.86 9.91
C 19.73 14.40 8.64
C 19.67 14.35 12.39
C 18.46 14.28 13.06
C 18.40 14.64 14.39
N 19.48 15.07 15.08
C 20.66 15.22 14.46
C 20.79 14.88 13.13
C 19.14 15.56 16.43
H 20.75 11.72 6.93
H 20.98 13.39 6.57
H 19.44 12.64 6.19
H 20.04 11.18 8.96
H 20.02 11.74 11.34
H 19.49 15.95 9.96
H 19.62 15.04 7.70
H 17.52 13.98 12.55
H 17.48 14.59 14.96
H 21.35 15.74 15.11
H 21.78 15.15 12.72
H 19.97 15.80 17.07
H 18.66 14.77 16.97
H 18.43 16.34 16.19
C 19.31 18.87 20.99
N 20.65 19.29 21.44
C 20.86 19.70 22.70
C 22.18 19.90 23.07
C 23.20 19.75 22.15
C 22.92 19.64 20.77
C 21.62 19.28 20.50
C 24.55 20.17 22.61
C 25.21 19.58 23.67
C 26.37 20.11 24.13
N 26.88 21.27 23.63
C 26.29 21.87 22.62
C 25.12 21.31 22.08
C 28.12 21.81 24.25
H 19.21 17.77 20.82
H 18.97 19.43 20.13
H 18.59 19.10 21.77
H 20.00 19.81 23.35
H 22.39 20.29 24.05
H 23.78 19.69 20.11
H 21.27 19.05 19.52
H 24.85 18.60 24.05
H 26.90 19.63 24.95
H 26.77 22.77 22.22
H 24.63 21.86 21.26
H 27.90 22.88 24.40
H 28.95 21.57 23.55
H 28.30 21.32 25.26
C 21.74 14.18 19.85
F 23.01 13.91 20.26
F 21.71 14.56 18.56
F 21.10 13.02 19.98
S 21.08 15.49 20.96
O 19.71 15.51 20.44
O 21.24 14.88 22.27
O 21.84 16.67 20.68
C 22.49 25.18 20.75
F 22.73 25.95 19.72
F 23.64 25.22 21.50
F 21.47 25.63 21.50
S 22.16 23.44 20.20
O 21.93 22.74 21.42
O 20.98 23.50 19.36
O 23.45 23.06 19.60
C 15.23 19.93 17.65
F 14.12 19.62 18.37
F 14.96 19.75 16.38
F 15.47 21.19 17.91
S 16.62 18.78 18.22
O 17.64 19.46 17.42
O 16.79 19.02 19.66
O 16.27 17.43 17.96
C 22.49 19.00 28.42
F 21.52 19.45 29.25
F 23.67 19.22 28.99
F 22.32 17.63 28.34
S 22.50 19.71 26.69
O 23.52 18.88 26.06
O 21.13 19.57 26.26
O 22.95 21.08 26.87
C 17.60 17.90 24.89
F 16.86 16.80 25.28
F 18.63 18.03 25.72
F 18.14 17.54 23.72
S 16.53 19.41 24.67
O 16.28 19.86 26.01
O 17.60 20.15 23.99
O 15.36 18.91 23.94
C 31.55 17.83 24.88
F 32.67 18.33 25.16
F 31.24 18.10 23.63
F 31.64 16.48 25.00
S 30.16 18.56 25.92
O 30.15 17.78 27.17
O 30.49 20.03 26.11
O 29.02 18.32 25.04
```

---

A molecular structure, C10H10AsN2O4ReS5. Source: the OMol25 dataset; level of theory: ωB97M-V/def2-TZVPD.

Results
Net charge: +2
Maximum force, eV Å⁻¹: 2.86
Energy relative to the best compared isomer or geometry (same formula, charge and spin), eV: 2.519
Frontier orbital gap (alpha / beta), eV: 6.0 / 5.7
HOMO level (alpha / beta), Ha: -0.5661 / -0.5656
2S+1: 1

Geometry as XYZ:
```
33
C10H10AsN2O4ReS5 | the OMol25 dataset | ωB97M-V/def2-TZVPD
Re 0.58 -0.33 0.07
N -0.05 -1.23 4.09
C 0.11 -1.26 2.78
O 0.09 -0.21 2.11
C 0.36 -2.58 2.10
C 0.30 -2.45 0.58
H -0.15 -0.35 4.56
H -0.02 -2.07 4.65
H -0.35 -3.33 2.47
H 1.36 -2.90 2.41
H -0.67 -2.81 0.22
H 1.08 -3.06 0.12
S -1.81 -2.71 -2.79
As -1.85 -0.66 -2.68
S 1.29 -0.23 -2.07
S -1.59 0.00 -0.36
S -2.52 0.82 -3.93
O 2.43 1.08 -1.98
C 2.74 1.44 -0.77
N 1.92 1.22 0.21
S 2.84 0.68 1.53
O 2.46 1.10 2.82
O 2.67 -0.74 1.23
C 4.35 1.39 0.91
C 5.58 1.57 1.51
C 6.55 2.27 0.79
C 6.28 2.77 -0.48
C 5.05 2.55 -1.10
C 4.08 1.86 -0.38
H 5.78 1.18 2.49
H 7.51 2.44 1.24
H 7.03 3.34 -0.99
H 4.84 2.95 -2.08
```

---

A single C10H10BN2O10P molecule. Source: the OMol25 dataset; level of theory: ωB97M-V/def2-TZVPD.

Results
Maximum force, eV Å⁻¹: 2.52
Frontier orbital gap, eV: 9.0
HOMO level, Ha: -0.3720
2S+1: 1

Geometry as XYZ:
```
34
C10H10BN2O10P | the OMol25 dataset | ωB97M-V/def2-TZVPD
C 4.06 -0.09 0.65
C 3.46 0.53 -0.61
O 2.27 -0.21 -0.93
B 1.22 0.57 -1.34
O 1.37 1.48 -2.37
C -0.16 0.36 -0.55
C -0.79 1.51 -0.13
O -0.21 2.71 -0.47
N -0.13 3.61 0.70
O -0.61 4.62 0.45
C -1.98 1.46 0.55
O -2.62 2.61 0.95
C -2.53 0.25 0.87
C -1.88 -0.90 0.46
C -0.72 -0.89 -0.27
P 0.04 -2.44 -0.83
O -0.85 -3.59 -0.85
O 1.35 -2.64 0.05
O 0.60 -2.20 -2.34
C -2.75 -2.04 0.99
O -2.55 -3.20 1.18
N -4.03 -1.45 1.36
C -3.82 -0.06 1.61
O -4.54 0.67 2.24
H 4.69 0.62 1.19
H 4.64 -0.98 0.41
H 3.24 -0.42 1.30
H 4.17 0.35 -1.43
H 3.30 1.61 -0.51
H 1.56 2.34 -1.98
H -3.36 2.78 0.35
H 1.70 -3.51 -0.20
H -0.01 -1.64 -2.83
H -4.13 -1.81 2.32
```